1.
Below is a 2-piece molecular cluster, C2H8O2 overall, with properties calculated with ωB97M-V/def2-TZVPD.

Positions of all 12 atoms, in Å:
C (0.00000, 0.00000, 0.00000)
C (0.09863, 0.17665, -1.52935)
O (0.54473, 1.46463, -1.78623)
H (0.97111, -0.15939, 0.49816)
H (-0.67727, -0.82524, 0.27728)
H (-0.43152, 0.94710, 0.36525)
H (0.81062, -0.49378, -2.04805)
H (-0.91456, -0.04362, -1.91712)
H (1.48840, 1.51686, -1.52707)
O (-3.02627, 1.72224, 0.23650)
H (-2.37337, 2.45837, 0.22816)
H (-3.76445, 2.03895, -0.33187)

Kohn-Sham gap: 11.056 eV
energy relative to the best compared isomer or geometry (same formula, charge and spin): 6.3 kcal/mol
multiplicity: 1
HOMO: -0.3741 Eh
LUMO energy: 0.88 eV
DFT total energy: -6298.1372 eV

=====

2.
Below is C3H6O2 as an isolated structure, with properties calculated with ωB97M-V/def2-TZVPD.

Positions of all 11 atoms, in Å:
C (-0.59735, 0.67436, -0.05559)
C (0.44186, -0.98678, 0.27576)
C (1.28639, 0.00581, -0.34736)
O (-1.89777, 0.19853, -0.15671)
O (2.07341, 0.82085, 0.12940)
H (-2.17784, -0.16376, 0.69196)
H (-0.40462, 1.21987, 0.87046)
H (-0.50019, 1.40591, -0.85539)
H (1.12580, -0.15730, -1.45217)
H (0.76928, -1.34453, 1.24965)
H (-0.11900, -1.67296, -0.35000)

Kohn-Sham gap: 9.559 eV
energy relative to the best compared isomer or geometry (same formula, charge and spin): 86.3 kcal/mol
multiplicity: 1
HOMO: -0.3357 Eh
LUMO energy: 0.42 eV
DFT total energy: -7299.9347 eV

=====

3.
Below is an isolated ion of composition C10H10NOS and charge +1, with properties calculated with ωB97M-V/def2-TZVPD.

Positions of all 23 atoms, in Å:
C (0.88409, 2.73092, -1.57906)
C (0.95542, 1.54290, -2.25359)
C (0.54637, 2.76945, -0.25068)
C (0.89688, 0.31732, -1.58143)
C (0.17304, 1.56695, 0.41965)
C (0.48674, 0.29018, -0.26854)
C (-0.38809, 1.34949, 1.64981)
C (-0.04756, -0.66091, 1.94033)
C (-1.52503, -2.57664, 1.17566)
C (0.25652, -1.05075, 0.53416)
N (-1.09314, -1.73038, -0.02485)
O (1.19125, -2.05079, 0.39249)
S (-1.36268, -1.51398, 2.70144)
H (0.97987, 3.70069, -1.96652)
H (1.14083, 1.51817, -3.25531)
H (0.49831, 3.62052, 0.32733)
H (1.18261, -0.49454, -2.13343)
H (-0.56623, 2.07377, 2.49769)
H (-2.59565, -3.03086, 1.22923)
H (-0.88581, -3.32726, 1.45171)
H (-0.77187, -2.36233, -0.83839)
H (-1.90999, -1.11261, -0.17104)
H (1.95413, -1.56930, 0.00334)

Kohn-Sham gap (alpha / beta): 7.378 / 6.308 eV
energy relative to the best compared isomer or geometry (same formula, charge and spin): 109.1 kcal/mol
multiplicity: 1
total charge: +1
HOMO (alpha / beta): -0.4405 / -0.4132 Eh
LUMO energy (alpha / beta): -4.61 / -4.94 eV
DFT total energy: -24892.3777 eV

=====

4.
Below is C23H38Cl2N7O6P2V as an isolated structure, with properties calculated with ωB97M-V/def2-TZVPD.

Positions of all 79 atoms, in Å:
V (-0.83129, -0.42879, -0.56573)
C (-1.24456, 2.87340, 3.12517)
N (-0.31819, 3.25438, 2.05934)
C (0.25800, 4.59676, 2.17458)
P (-0.12115, 2.40181, 0.70996)
O (-0.69025, 1.00828, 0.86623)
O (1.48116, 2.16312, 0.47062)
P (2.11204, 0.75945, 0.00621)
O (1.08782, 0.04035, -0.85511)
N (2.55110, 0.04742, 1.39120)
C (3.27051, -1.22791, 1.32400)
C (2.08674, 0.41076, 2.72737)
N (3.43834, 0.99249, -0.88235)
C (4.65994, 1.54094, -0.28376)
C (3.39361, 1.09296, -2.34393)
N (-0.48933, 3.32319, -0.56921)
C (0.14500, 3.14075, -1.87942)
C (-1.55330, 4.33326, -0.50472)
H (-2.11814, 3.52819, 3.12038)
H (-0.74588, 2.96031, 4.09085)
H (-1.57484, 1.84882, 2.98361)
H (-0.53095, 5.35036, 2.20145)
H (0.91416, 4.80603, 1.33181)
H (0.84074, 4.66498, 3.09325)
H (3.56794, -1.44741, 0.29990)
H (2.63575, -2.04077, 1.68517)
H (4.16395, -1.17782, 1.94771)
H (1.69672, 1.42395, 2.74088)
H (2.92898, 0.35713, 3.41794)
H (1.30798, -0.27516, 3.07071)
H (4.65945, 1.38442, 0.79193)
H (4.74600, 2.60991, -0.48734)
H (5.52311, 1.03206, -0.71206)
H (2.47909, 0.64915, -2.72527)
H (4.24796, 0.55811, -2.75857)
H (3.44969, 2.13543, -2.66446)
H (-0.06509, 2.15941, -2.30458)
H (1.22335, 3.29192, -1.82131)
H (-0.25811, 3.88967, -2.55669)
H (-2.11958, 4.24082, 0.41760)
H (-2.25226, 4.18298, -1.32638)
H (-1.12789, 5.33511, -0.57872)
O (-1.44917, -1.75081, -2.11938)
C (-2.47032, -2.69292, -1.75326)
C (-3.07157, -2.32548, -0.42147)
C (-4.19267, -3.00027, 0.03318)
C (-4.75956, -2.62343, 1.23658)
C (-4.20124, -1.57092, 1.95228)
C (-3.08170, -0.95083, 1.44442)
N (-2.51450, -1.33928, 0.29096)
H (-0.93588, -2.09463, -2.85910)
H (-2.04666, -3.69917, -1.70357)
H (-3.25534, -2.67215, -2.51079)
H (-4.62429, -3.79347, -0.56324)
H (-5.63973, -3.13110, 1.60772)
H (-4.63559, -1.23169, 2.88132)
H (-2.60535, -0.11360, 1.93633)
N (0.56927, -4.12547, 1.30420)
C (-0.17984, -3.01404, 1.21293)
N (0.05384, -2.33646, 0.11048)
C (1.03517, -3.06152, -0.57619)
C (1.66072, -2.82679, -1.80343)
C (2.59224, -3.74992, -2.22918)
C (2.91158, -4.88507, -1.46360)
C (2.30333, -5.12973, -0.25181)
C (1.36076, -4.19590, 0.16887)
H (0.53243, -4.79083, 2.05967)
H (-0.89241, -2.73900, 1.97490)
H (1.44609, -1.94095, -2.38494)
H (3.09569, -3.60118, -3.17489)
H (3.64923, -5.58124, -1.83778)
H (2.54418, -6.00403, 0.33752)
Cl (-3.42618, 1.76247, -3.84376)
C (-4.15117, 1.44717, -2.27272)
Cl (-5.06534, -0.08604, -2.27190)
C (-3.11933, 1.33714, -1.14918)
O (-3.36447, 1.82293, -0.07104)
O (-2.04575, 0.65820, -1.47147)
H (-4.85481, 2.23976, -2.04694)

Kohn-Sham gap (alpha / beta): 8.507 / 9.241 eV
energy relative to the best compared isomer or geometry (same formula, charge and spin): 16.9 kcal/mol
multiplicity: 3
total charge: +2
HOMO (alpha / beta): -0.5261 / -0.5274 Eh
LUMO energy (alpha / beta): -5.81 / -5.11 eV
DFT total energy: -116490.3368 eV

=====

5.
Below is C28H27CaF5N5O5PS3Se as an isolated structure, with properties calculated with ωB97M-V/def2-TZVPD.

Positions of all 76 atoms, in Å:
Ca (-2.83687, 0.23174, 0.55836)
C (-1.67168, 0.34506, -2.73072)
C (-1.22111, -0.87815, -1.99875)
N (-0.32318, -0.71411, -1.06661)
N (-0.03412, -1.94930, -0.47254)
C (-0.09709, -2.02385, 0.79263)
S (-0.54357, -0.82934, 1.98463)
S (0.35476, -3.62780, 1.60890)
C (0.77682, -4.68338, 0.08341)
C (2.13473, -4.51747, -0.50347)
C (2.46310, -3.36303, -1.23030)
C (3.78962, -3.15136, -1.50689)
C (4.80588, -4.11621, -1.23743)
C (4.40462, -5.37963, -0.84373)
C (3.06283, -5.57491, -0.48837)
C (-1.96770, -2.13413, -2.31204)
C (-1.57556, -3.06670, -3.26698)
C (-2.42280, -4.15839, -3.56535)
C (-3.63847, -4.28373, -2.92804)
C (-3.99788, -3.38611, -1.89411)
C (-3.11871, -2.35368, -1.43173)
O (-3.40066, -1.55713, -0.50747)
H (-1.69524, 0.09314, -3.80564)
H (-1.03236, 1.17314, -2.53440)
H (-2.76340, 0.56873, -2.61441)
H (0.05975, -4.37443, -0.66204)
H (0.67462, -5.74101, 0.40812)
H (1.71037, -2.65364, -1.46429)
H (4.00302, -2.17350, -1.90379)
H (5.82226, -3.88076, -1.45936)
H (5.04576, -6.22132, -0.70536)
H (2.79710, -6.54780, -0.06474)
H (-0.60600, -3.02347, -3.78299)
H (-2.03077, -4.85462, -4.24714)
H (-4.38385, -5.08352, -3.14691)
H (-4.87022, -3.75798, -1.35204)
F (-3.79216, 6.13306, 2.77610)
C (-4.08809, 4.82931, 2.75080)
C (-3.85053, 4.06410, 3.85718)
F (-3.29633, 4.63958, 4.91717)
C (-4.06388, 2.72375, 3.84470)
F (-3.74418, 2.02737, 4.98240)
C (-4.66205, 2.07206, 2.77171)
Se (-4.98601, 0.15044, 2.71867)
C (-4.93090, 2.84418, 1.69164)
F (-5.52249, 2.21038, 0.66339)
C (-4.69661, 4.19373, 1.66233)
F (-4.92649, 4.87004, 0.49769)
C (1.89052, 2.97845, 1.63945)
N (2.00257, 2.42172, 0.32628)
C (3.24737, 2.87080, -0.30677)
N (4.41755, 2.49936, 0.43929)
C (4.28228, 3.11251, 1.74222)
N (3.06676, 2.68557, 2.45011)
C (3.23568, 1.18607, 2.75599)
P (3.24703, 0.09277, 1.20187)
C (1.90125, 0.95260, 0.30205)
C (4.69273, 1.07722, 0.42627)
H (0.98247, 2.71262, 2.06646)
H (1.83565, 4.04583, 1.53087)
H (-1.69661, 4.52980, -0.15587)
H (3.17671, 3.96100, -0.36359)
H (3.37949, 2.41735, -1.28975)
H (4.23606, 4.16550, 1.57183)
H (5.25226, 2.87821, 2.29731)
H (2.35461, 0.98809, 3.43033)
H (4.17094, 1.10842, 3.36572)
H (0.92847, 0.60653, 0.71371)
H (2.05122, 0.62546, -0.69696)
H (4.93482, 0.77434, -0.54641)
H (5.65579, 0.88149, 0.91038)
O (-4.26008, 3.66330, -1.91765)
S (-2.89073, 3.41714, -1.44429)
O (-1.68833, 3.61353, -2.24066)
O (-2.71828, 4.51901, -0.32059)
O (-2.80255, 2.10596, -0.72984)

Kohn-Sham gap: 6.841 eV
energy relative to the best compared isomer or geometry (same formula, charge and spin): 0.0 kcal/mol
multiplicity: 1
total charge: -2
HOMO: -0.1004 Eh
LUMO energy: 4.11 eV
DFT total energy: -186331.9825 eV